Below is a cluster of 40 separate species, H80O40 in total, with properties calculated with ωB97M-V/def2-TZVPD.

Structure (XYZ):
```
120
Properties=species:S:1:pos:R:3:forces:R:3
H 0.23940 5.40191 4.48494 -0.468 0.398 -0.294
H 0.84595 3.99148 4.70366 0.712 2.972 0.098
O 1.06952 5.00604 4.74531 -0.279 -3.368 0.057
H 0.54818 -3.69327 3.15261 1.992 1.172 -0.926
H 0.78055 -4.95644 4.14939 1.242 -0.014 -0.090
O 0.21685 -4.38985 3.65481 -3.771 -1.355 1.101
H -1.54730 -2.78368 -2.14583 1.506 0.819 0.005
H -2.87159 -2.55031 -1.46166 0.506 -0.570 0.125
O -2.26835 -3.25796 -1.77869 -1.291 -0.809 0.679
H -1.64706 -4.28408 -4.22914 -1.158 0.067 0.865
H -0.79162 -3.61343 -5.27817 0.007 -1.114 0.653
O -0.94312 -4.48058 -4.82007 0.763 1.201 -1.711
H -5.06488 -2.93589 -0.24522 -0.137 0.997 1.265
H -5.21665 -2.86549 -1.70669 -0.562 1.506 -1.589
O -5.03189 -3.45687 -1.02039 0.565 -2.431 0.332
H 3.13720 -0.28678 2.94287 -0.041 -0.474 -0.093
O 2.60060 -0.55071 3.69754 -0.749 -0.239 1.076
H 3.56358 4.00024 -0.69536 0.315 0.104 -0.163
O 2.95041 3.26365 -0.67422 -1.336 0.950 -1.904
H -1.77084 5.34566 2.14359 0.087 -0.536 -1.899
H -1.36393 4.34850 3.30864 -0.080 -0.308 -0.858
O -1.65596 5.22421 3.05385 0.084 0.774 3.010
H 1.21653 -5.06177 -3.96708 -0.713 0.111 0.049
H 0.01767 -4.92494 -2.92038 1.455 -0.264 -0.774
O 0.96022 -5.18793 -3.04962 -0.244 0.016 1.172
H 3.91602 0.83527 -4.35293 -0.899 1.383 0.309
H 3.82896 2.13579 -3.16599 -1.180 -0.046 -0.648
O 4.20536 1.37969 -3.61201 1.984 -1.541 0.370
H 0.28735 4.27928 -2.13645 -0.086 0.639 0.102
H 0.31516 5.84207 -2.19486 0.032 -0.376 0.194
O -0.05753 5.09558 -1.70295 0.048 0.451 -0.423
H 1.93833 -0.22557 0.80059 0.437 0.227 -1.596
O 1.73235 -1.11186 1.06698 0.549 -1.905 0.304
H -3.60947 -0.97446 2.03626 -1.012 -1.267 -1.475
H -3.75730 -2.49527 1.71497 -0.560 1.997 -0.752
O -4.09801 -1.57852 1.38300 1.367 -0.334 2.277
H 0.54931 0.46489 5.27045 -0.097 -0.513 0.256
H -0.95370 -0.17009 5.33319 1.111 0.363 0.005
O -0.34574 0.46827 4.91472 -0.672 -0.329 0.313
H -1.29422 3.49040 -0.09040 -0.235 -0.415 1.044
H -0.40578 2.98356 1.08965 -2.618 1.417 -1.496
O -1.39933 3.22352 0.86112 2.469 -1.161 -0.378
H -0.06171 2.41697 -3.32222 -0.244 0.458 -0.299
H -0.21303 3.83068 -3.89469 0.682 -0.936 0.385
O 0.44874 3.23686 -3.46734 -0.148 0.035 -0.529
H 1.12483 2.06977 2.24306 -0.123 -0.770 0.188
H 1.89807 0.68841 1.92527 -0.233 3.124 0.975
O 1.99049 1.70807 1.97310 0.598 -2.157 -0.670
H 4.88422 -2.58167 0.92038 -0.353 -0.156 1.544
H 4.79697 -1.32234 0.46272 -0.528 1.082 0.912
O 4.64591 -1.72258 1.35168 0.865 -1.096 -2.527
H 6.05008 1.95324 -1.30890 -0.930 1.320 -0.349
O 5.10856 1.99241 -0.99168 2.877 -0.135 -0.616
H -0.31358 -0.60509 2.46458 1.713 0.127 -0.702
H -1.52777 -0.41190 3.22920 0.241 -2.153 -2.668
O -1.18986 -0.94068 2.38583 -1.640 1.797 2.876
H 5.54359 3.33143 0.97314 -0.954 0.741 -0.171
O 4.82621 4.00038 0.86058 1.341 -0.437 0.485
H 1.68986 4.11818 0.00654 0.313 -0.599 0.502
H 1.08765 3.95056 1.50156 0.786 0.571 -0.838
O 0.92355 4.25891 0.58952 -0.856 0.308 1.243
H 0.50294 -1.61964 -0.02481 -0.023 -1.112 -1.935
H 0.31585 -1.02784 -1.35845 0.120 -0.540 0.024
O 0.45619 -1.92773 -1.00010 -0.803 1.502 0.919
H -2.01216 0.38254 -0.37839 0.076 0.100 0.228
H -3.46091 0.29964 -0.96227 1.653 -0.936 0.057
O -2.54841 -0.13237 -0.98627 -1.637 0.778 -0.411
H -1.71882 -5.79365 0.19349 1.286 -0.998 -0.465
H -2.72018 -5.30195 0.89571 -0.477 -0.317 1.506
O -2.05761 -6.00184 1.06971 -0.753 1.246 -1.180
H -4.64534 0.12416 -2.96553 -0.096 0.926 -1.090
H -5.13928 -0.17321 -4.30172 -0.266 -0.509 -0.869
O -4.79165 0.58106 -3.84385 0.373 -0.338 2.074
H 0.83635 0.65183 -2.40091 -0.093 -0.721 0.353
H 0.88582 1.71043 -1.42746 0.589 -1.778 0.896
O 1.01392 0.70308 -1.44374 0.381 3.067 -0.137
H 3.41753 1.87873 3.41929 -2.452 0.518 -0.660
H 4.37195 1.04772 4.19350 0.153 -0.004 0.135
O 4.32413 1.73299 3.52196 2.549 -0.472 0.439
H 3.18830 -2.66442 2.76570 -0.798 -0.599 0.022
H 2.40399 -2.99226 4.01487 0.234 -0.104 1.629
O 2.39372 -3.15480 3.09227 1.165 0.317 -1.608
H -1.06430 -0.32062 -2.79327 -0.381 -0.056 0.094
H -0.23976 -0.02206 -4.09789 -0.955 0.003 0.261
O -0.61400 0.37094 -3.29172 0.409 -0.187 -1.245
H 3.01691 -1.89038 -2.37935 0.832 -0.160 0.345
H 3.70470 -0.59539 -2.44506 0.374 1.149 -0.075
O 3.92288 -1.51181 -2.30111 -1.239 -0.835 0.020
H 0.93765 -1.05957 -4.87952 0.443 -0.285 -0.400
O 0.35143 -1.66937 -5.33980 -0.006 0.096 -2.329
H -2.81186 -1.78936 -4.41187 -1.501 -0.123 1.737
H -3.16353 -2.85610 -3.27288 -0.544 1.934 -0.433
O -3.41490 -1.92044 -3.60340 1.622 -1.459 -1.892
H 5.22756 1.10840 -0.68425 -1.244 -1.608 0.900
H 2.04483 -1.33717 3.47780 0.845 1.146 -0.552
H 4.84852 4.52873 1.66117 -0.026 0.057 0.223
H 3.31018 2.77433 0.03767 0.380 -0.949 1.251
H 2.24867 -1.81409 0.53616 -0.953 1.545 0.971
H 0.51754 -1.57348 -6.34390 -0.196 0.032 2.556
O -2.08978 2.55305 -3.70311 -2.421 1.386 0.967
H -2.59606 3.41859 -3.53344 1.053 -1.894 -0.317
H -2.69808 1.88386 -3.29237 0.797 0.646 -0.740
O -0.40154 2.08705 2.95625 -0.818 2.589 -2.698
H -0.44080 1.43477 3.64092 -0.944 -0.909 0.564
H -1.12663 2.24171 2.23931 0.913 -1.180 2.311
O -2.72021 4.89670 -0.78304 -0.949 0.755 -1.891
H -2.20837 4.98551 -0.00789 0.807 0.151 1.456
H -2.36470 5.61559 -1.34546 -0.181 -0.771 0.326
O -2.54737 -3.42993 2.35550 0.037 0.014 -0.430
H -2.34758 -3.81639 3.19343 0.176 -0.954 0.835
H -1.68029 -3.09099 2.09990 -0.156 0.402 -0.287
O -5.52931 -0.54333 -0.61855 1.717 -0.191 0.718
H -6.43638 -0.28610 -0.52042 -0.518 0.223 0.440
H -5.07404 -0.71202 0.27974 -1.116 -0.019 -1.435
O -3.12543 -1.32975 4.41074 -0.086 0.604 -1.786
H -3.23797 -2.28150 4.40940 0.132 0.095 0.686
H -2.95841 -0.89808 5.22714 -0.304 -0.370 1.412
O 1.86975 -3.84741 0.10051 -1.584 0.097 2.864
H 1.04883 -4.34145 0.44830 2.284 0.801 -1.535
H 2.28749 -4.20080 -0.66097 -0.329 -1.120 -1.153
```
Forces are in eV/Å.

Atom charges from the Löwdin analysis, given in e for atoms 1 to 99: -0.01, 0.08, -0.09, -0.03, 0.03, -0.02, -0.01, 0.03, -0.07, 0.00, 0.04, -0.05, -0.02, -0.01, 0.00, 0.01, -0.08, 0.05, -0.06, -0.01, 0.01, -0.02, 0.02, 0.03, -0.08, 0.05, 0.03, -0.06, 0.00, 0.06, -0.08, 0.01, -0.09, 0.06, 0.05, -0.13, 0.08, 0.07, -0.02, 0.05, 0.07, -0.13, 0.01, 0.07, -0.08, -0.01, 0.04, -0.08, 0.08, 0.05, -0.06, 0.10, -0.04, -0.01, 0.07, -0.07, 0.07, -0.06, -0.01, 0.04, -0.09, 0.04, -0.02, -0.12, 0.03, 0.06, -0.05, 0.02, 0.03, -0.07, 0.02, 0.01, -0.07, 0.00, 0.08, -0.09, -0.04, 0.03, -0.04, 0.05, 0.03, -0.06, 0.04, 0.05, -0.05, 0.04, -0.02, -0.06, 0.03, -0.07, 0.08, 0.04, -0.12, 0.03, 0.02, 0.06, -0.01, 0.08, 0.12

Below is a cluster of 40 separate species, H80O40 in total, with properties calculated with ωB97M-V/def2-TZVPD.

Structure (XYZ):
```
120
Properties=species:S:1:pos:R:3:forces:R:3
H 2.53756 0.00179 3.02976 -0.244 -0.085 -0.526
H 3.86086 0.79992 2.85876 -0.688 -1.358 0.741
O 3.22757 0.41683 3.53888 2.368 -0.349 -0.649
H 0.13811 -1.72922 5.22771 -0.449 0.853 1.216
H 1.21297 -1.19696 6.08804 -0.182 0.349 0.479
O 0.24873 -1.11919 6.02420 0.498 -1.200 -1.669
H 2.29891 1.71280 -0.16255 1.371 -1.555 -1.904
H 2.04387 3.33244 -0.06586 1.133 1.353 -1.491
O 1.93542 2.46261 0.23237 -1.918 0.546 3.276
H -1.22821 -5.80428 -0.47481 -0.594 -1.040 1.034
H -0.47601 -6.90114 0.27990 -2.279 0.909 0.396
O -1.38668 -6.42576 0.29827 2.933 0.325 -1.602
H -0.91554 -2.05852 -1.42566 1.355 -0.564 1.645
H -0.44093 -2.20973 0.12428 -0.717 -0.155 0.466
O -0.15752 -2.01207 -0.76118 -0.631 -0.243 -1.962
H -1.96889 0.28740 2.67479 0.218 -0.204 -0.537
O -1.48726 -0.30248 3.25749 0.583 -0.460 0.729
H 0.95670 -3.81377 0.67595 0.142 -0.602 -1.301
O 0.25154 -4.03207 1.26771 -0.970 0.560 2.060
H 0.54126 3.91550 0.73027 -0.112 -0.363 -0.497
H -0.80431 4.74280 0.65464 0.755 -0.908 -0.737
O -0.03400 4.51183 1.19799 -0.400 0.779 0.951
H -3.48037 -4.40408 1.79561 -0.115 -0.318 0.779
H -2.21019 -5.18146 1.79578 -0.648 -0.265 0.950
O -2.87627 -4.82523 2.43232 0.794 0.273 -1.583
H 2.18634 6.09342 -0.46536 0.547 -1.434 -0.301
H 2.67452 4.75558 -1.22378 -0.234 0.229 -0.978
O 2.70620 5.25240 -0.41318 -0.304 1.070 1.014
H 1.94586 3.54222 -3.98285 -0.143 -0.072 0.042
H 2.36951 4.95738 -3.59956 -0.277 0.890 -0.249
O 2.62609 4.05080 -3.53123 0.472 -0.846 0.352
H -1.78369 0.88895 -4.23683 0.187 0.416 0.105
O -1.40480 1.72410 -4.55626 -0.016 -0.531 -0.129
H -1.57569 1.08626 4.52368 0.093 0.571 0.229
H -1.64679 0.49752 5.79810 -0.150 1.175 0.445
O -1.78618 1.40910 5.42977 0.199 -1.744 -0.549
H 6.19756 -0.97018 -0.31626 -1.197 0.095 0.161
H 5.96414 -0.67782 -1.87814 -1.531 0.556 -0.528
O 6.55936 -0.79916 -1.17535 2.966 -0.065 0.370
H 3.54888 0.11166 -1.55218 -0.610 0.701 2.121
H 2.53582 -0.77649 -1.32886 -0.120 1.504 2.372
O 2.90292 0.01831 -0.77884 0.316 -2.822 -3.080
H -1.17186 6.38651 1.49583 -1.944 -0.105 1.057
H -1.91219 5.16053 1.92183 -0.436 0.546 0.512
O -2.07475 6.12267 1.87727 2.017 -0.137 -1.104
H -0.07233 -0.42315 -1.54546 1.029 1.778 0.329
H 0.99331 0.56896 -0.92194 -0.840 -0.402 -0.942
O 0.37621 0.45683 -1.68164 0.143 -0.390 -0.083
H 4.07822 -4.94515 -0.15702 -2.098 0.493 -0.357
H 3.61709 -4.08550 0.88800 -1.343 0.046 -0.766
O 3.20289 -4.48301 0.07220 3.349 -0.491 1.096
H 2.02993 -0.93386 -4.43945 -0.827 0.156 -0.547
O 1.30220 -1.57125 -4.43997 0.833 -0.903 0.571
H -4.56980 -4.27438 -0.78628 0.934 0.542 -1.164
H -4.86960 -4.00427 0.66374 -0.051 0.493 0.474
O -5.21586 -4.39807 -0.12816 -1.329 -0.808 0.836
H -5.63318 -2.37106 3.43172 0.764 -1.113 -0.816
O -4.83906 -2.94173 3.22607 -0.499 2.253 1.884
H -4.25934 3.71504 1.31506 -0.465 0.792 -1.967
H -4.71861 4.76497 0.11091 0.475 -1.342 0.934
O -4.41028 3.84332 0.32182 0.136 0.498 1.149
H 1.62057 1.91473 4.37183 0.507 -0.230 0.610
H 2.94273 2.19403 3.54740 -2.310 0.064 0.712
O 1.98015 2.43710 3.65869 0.485 1.806 -0.575
H 5.21176 3.74853 1.69375 0.333 0.625 0.520
H 3.87167 3.09680 1.37672 -1.775 0.088 0.317
O 4.76741 3.15437 1.10826 1.007 0.005 -1.208
H -2.75666 -1.77775 -5.41622 -0.077 -0.291 0.153
H -1.92972 -3.08204 -5.08091 -0.325 -0.001 0.035
O -1.91730 -2.23161 -5.53090 0.561 0.311 -0.157
H -1.30826 2.94293 -1.40379 -1.033 -0.441 0.041
H -2.63242 3.78617 -0.72761 0.305 -1.206 -0.516
O -1.68961 3.70699 -0.96294 0.556 1.461 0.517
H 3.71567 -2.85995 -2.19070 0.996 1.903 0.774
H 5.01292 -2.01720 -2.39550 -0.597 -0.210 0.192
O 4.17562 -2.00106 -1.89466 -0.635 -2.527 -1.331
H 0.61857 1.65429 2.71374 0.291 -0.618 -0.921
H -0.18789 1.97263 1.51625 0.640 -1.284 0.089
O 0.21803 1.16357 1.94031 -0.498 2.072 0.345
H -3.94501 0.92396 -1.29690 -1.587 0.079 0.261
H -5.16219 1.37322 -0.46393 -0.285 0.700 1.117
O -4.94525 0.98325 -1.28862 1.975 -0.772 -1.413
H -0.37742 0.53069 -6.33417 -0.705 0.211 0.384
H 0.29208 -0.80256 -6.80946 -0.052 1.316 0.027
O 0.43581 0.16339 -6.65459 0.725 -1.493 -0.516
H -4.38617 0.85501 1.64266 0.294 0.337 -0.446
H -5.23858 0.80062 2.87659 -0.096 0.178 0.157
O -4.84717 0.24020 2.20389 -0.330 -0.702 0.108
H -3.74907 3.01509 4.19470 -0.512 0.292 -0.350
O -4.04139 2.41218 3.48644 1.814 -0.764 1.273
H 4.47578 1.93447 -1.30113 -0.621 -0.838 -0.626
H 4.05507 2.58347 -2.52268 -0.606 -0.028 -0.536
O 4.00912 1.68875 -2.14549 1.608 3.429 2.255
H 0.50039 -1.25880 -4.85743 0.388 1.029 -0.273
H -0.54698 -0.29246 2.95695 -1.648 0.660 -0.016
H -4.23720 -2.49409 3.89151 -0.326 -1.138 -1.184
H -0.49987 -4.59070 1.03187 0.931 -0.045 -0.826
H -1.95459 1.97143 -5.30412 -0.215 0.171 0.007
H -3.42412 1.67015 3.77354 -1.184 0.816 -0.646
O 0.39011 -2.48487 3.54209 0.433 1.824 -1.450
H 0.04613 -2.91867 2.73113 0.176 -0.480 0.579
H 0.61323 -1.59311 3.14012 -0.072 -1.613 0.977
O -0.13034 -3.40345 -3.20537 0.311 0.708 -0.711
H -0.33669 -2.67845 -3.82671 -0.502 -0.607 0.413
H 0.82013 -3.17216 -3.19042 -0.362 -0.511 0.408
O -1.91544 0.18454 -0.40561 -1.311 1.211 -1.906
H -2.10849 -0.72214 -0.26100 -0.612 -1.115 0.822
H -1.48810 0.50360 0.35964 0.929 0.328 1.282
O 5.42933 0.69234 1.35910 2.593 -0.347 0.370
H 5.25932 1.53478 0.91567 -0.333 0.173 0.131
H 6.42435 0.80721 1.51965 -2.069 -0.562 -0.116
O -3.90742 -3.22069 -2.62245 -0.148 0.795 -0.345
H -3.98913 -3.11558 -3.59574 0.222 -0.819 1.187
H -3.50429 -4.04888 -2.34537 0.172 -0.058 -1.024
O -2.98601 -1.66840 1.29811 0.625 -1.174 -0.432
H -3.87235 -1.47219 1.60973 -0.361 0.116 0.232
H -2.74793 -2.51512 1.72092 -0.170 0.654 0.076
O 4.27961 0.32775 -3.99573 -1.975 -0.940 -0.442
H 3.36189 0.29946 -3.55418 2.353 0.307 -1.034
H 4.57526 1.23485 -3.82901 -0.148 -0.736 -0.131
```
Forces are in eV/Å.

Atom charges from the Löwdin analysis, given in e for atoms 1 to 99: 0.03, 0.05, -0.07, 0.02, 0.04, -0.09, -0.03, -0.02, 0.00, 0.07, 0.12, -0.09, 0.09, 0.02, -0.07, 0.02, -0.08, 0.03, -0.03, -0.01, 0.00, -0.06, -0.01, 0.01, -0.05, 0.09, 0.00, -0.05, 0.06, 0.04, -0.02, 0.04, -0.04, -0.01, 0.05, -0.10, 0.02, -0.03, -0.03, 0.03, 0.09, -0.14, 0.07, 0.01, -0.10, 0.00, 0.00, -0.11, 0.08, 0.07, -0.10, 0.04, -0.05, -0.03, 0.00, 0.00, 0.08, -0.08, 0.06, 0.08, -0.09, 0.04, 0.05, -0.08, 0.07, 0.01, -0.01, 0.05, 0.03, -0.03, 0.04, 0.02, -0.06, 0.10, 0.05, -0.09, 0.03, 0.06, -0.09, 0.04, -0.02, -0.07, -0.01, 0.06, -0.06, 0.02, 0.04, -0.04, 0.07, -0.08, 0.09, 0.06, -0.11, 0.00, 0.02, 0.08, 0.02, 0.04, 0.05

Q: Which calculated total energy values were calculated for the entries above? A: -83195.394, -83195.155, in eV.
Q: Which largest force on an atom values were calculated for the entries above? A: 4.2, 4.4, in eV/Å.
Q: Which orbital gap values were calculated for the entries above? A: 9.9, 9.2, in eV.